1.
14
Properties=species:S:1:pos:R:3:lowdin_charge:R:1 method="wB97M-V/def2-TZVPD" smiles=O[C@@H]1CCc2ooc21 charge=0 e_homo_ev=-8.55 lumo_energy_ev=0.68 gap_ev=9.23
H -1.14 0.13 0.92 0.14
H 0.35 2.22 -1.27 0.17
C 0.65 -0.75 -1.95 -0.05
C 1.20 -1.43 -0.94 -0.25
O 1.96 -2.19 -1.81 0.03
C -0.61 0.46 -1.22 -0.27
H 1.55 -0.65 1.12 0.10
H 0.33 1.04 0.69 0.13
C 0.77 -1.07 0.48 -0.13
O 1.35 -1.51 -2.90 0.02
H -1.65 0.06 -1.55 0.16
C -0.21 0.10 0.25 -0.17
H 0.14 -1.94 1.04 0.16
O -0.50 1.73 -1.57 -0.02

2.
14
Properties=species:S:1:pos:R:3:lowdin_charge:R:1 method="wB97M-V/def2-TZVPD" smiles="C1=C[C@@H]2OC[C@H](O1)O2" charge=0 e_homo_ev=-9.18 lumo_energy_ev=0.93 gap_ev=10.11
O -0.36 -0.71 -1.40 -0.01
H -1.63 0.86 -1.56 0.16
H -0.16 2.38 0.14 0.13
C 0.18 1.36 -0.20 0.02
C 0.32 -1.22 -0.27 -0.32
H 0.54 -2.35 -0.26 0.19
H -1.10 -1.59 1.31 0.13
O -1.62 0.14 0.31 -0.03
O 1.61 -0.62 -0.20 -0.07
H -0.03 -0.31 1.73 0.11
C 1.48 0.85 0.05 0.02
H 2.32 1.37 0.23 0.07
C -0.58 -0.70 0.92 -0.08
C -0.97 0.54 -0.80 -0.33

3.
14
Properties=species:S:1:pos:R:3:lowdin_charge:R:1 method="wB97M-V/def2-TZVPD" smiles="CC1=CO[C@@H](C=O)O1" charge=0 e_homo_ev=-8.13 lumo_energy_ev=0.44 gap_ev=8.57
O 1.64 -0.79 -0.33 -0.04
C 1.46 1.22 1.23 -0.16
H 2.10 1.61 2.03 0.13
H -2.35 0.82 -0.35 0.12
H -2.62 -0.97 -0.38 0.08
H 1.42 -0.99 1.87 0.17
H -2.06 -0.14 -1.82 0.05
C 0.54 -0.54 -1.19 -0.07
C -1.99 -0.19 -0.78 -0.01
H 0.51 -1.05 -2.15 0.14
C -0.51 -0.23 -0.47 -0.31
O -0.28 -0.39 0.93 -0.01
C 1.13 -0.26 1.04 -0.21
O 1.01 1.88 0.36 0.11

4.
14
Properties=species:S:1:pos:R:3:lowdin_charge:R:1 method="wB97M-V/def2-TZVPD" smiles="O=CC(=O)[C@H]1CCO1" charge=0 e_homo_ev=-9.93 lumo_energy_ev=-1.58 gap_ev=8.35
H 0.91 -2.68 -0.55 0.14
C -1.34 1.13 0.96 -0.24
H 0.18 -2.23 0.96 0.11
O -1.12 0.21 1.69 0.10
H 0.26 0.31 -2.04 0.17
H -2.29 1.94 0.99 0.18
O 0.09 2.73 -0.27 -0.08
H 1.31 0.35 0.97 0.18
O -0.81 -1.26 -0.88 -0.11
C -0.08 0.13 -0.95 -0.23
H 2.08 0.02 -0.47 0.14
C -0.62 1.42 -0.31 -0.08
C 0.37 -1.74 -0.04 -0.13
C 1.05 -0.33 -0.05 -0.14

5.
14
Properties=species:S:1:pos:R:3:lowdin_charge:R:1 method="wB97M-V/def2-TZVPD" charge=0 e_homo_ev=-9.91 lumo_energy_ev=0.77 gap_ev=10.68
C -2.12 -0.54 0.04 -0.41
C 1.57 -0.94 -0.26 -0.15
O 0.21 -1.21 -0.47 -0.02
H 3.09 0.46 0.38 0.05
O -2.34 0.79 -0.27 0.05
C 2.05 0.20 0.29 0.04
H 2.15 -1.79 -0.66 0.13
O -2.91 -1.40 0.17 0.18
H -0.59 1.17 -1.35 0.15
H -0.60 1.85 0.37 0.11
C -0.89 1.05 -0.29 -0.07
C -0.60 -0.39 0.22 -0.28
H -0.37 -0.30 1.25 0.15
H 1.37 1.07 0.58 0.07

6.
14
Properties=species:S:1:pos:R:3:lowdin_charge:R:1 method="wB97M-V/def2-TZVPD" smiles="C#C[C@H](O)C(=O)CO" charge=0 e_homo_ev=-9.84 lumo_energy_ev=0.28 gap_ev=10.13
C 0.54 1.41 0.03 -0.12
C -0.13 -1.49 -0.81 -0.18
H -1.45 0.98 0.43 0.23
H 0.27 -2.53 -0.62 0.16
O 0.58 -0.82 -1.84 -0.05
H 0.10 0.01 -2.01 0.08
H -0.31 0.26 2.92 0.17
O -0.37 1.01 2.17 -0.06
C 1.16 2.09 -0.69 0.13
C -0.30 -0.89 0.58 -0.30
O -0.44 -1.67 1.53 0.08
H 1.82 2.67 -1.40 0.08
C -0.32 0.59 0.81 -0.35
H -1.15 -1.62 -1.11 0.12

7.
13
Properties=species:S:1:pos:R:3:lowdin_charge:R:1 method="wB97M-V/def2-TZVPD" smiles="O=C1C[C@@H]2C[C@@H]2S1" charge=0 e_homo_ev=-9.18 lumo_energy_ev=0.82 gap_ev=10.00
H -0.92 -0.92 2.06 0.08
S 1.98 0.56 0.19 0.97
H -1.25 1.20 -0.76 0.14
H -0.66 0.86 1.44 0.12
H -0.77 0.07 -2.05 0.11
C 0.88 1.11 -1.08 -0.75
C -0.50 0.41 -1.07 -0.11
H 1.14 -1.67 1.35 0.12
C 0.80 -0.76 0.78 -0.46
O 1.10 1.87 -1.93 0.07
C -0.54 -0.24 1.35 -0.13
H -0.80 -1.74 -0.22 0.12
C -0.47 -0.74 -0.06 -0.29

8.
13
Properties=species:S:1:pos:R:3:lowdin_charge:R:1 method="wB97M-V/def2-TZVPD" charge=0 e_homo_ev=-8.74 lumo_energy_ev=-0.43 gap_ev=8.31
H 0.71 -2.01 -0.57 0.15
O -1.12 0.75 -0.56 -0.06
H 0.04 2.32 -0.05 0.20
H -0.18 -1.11 -1.75 0.18
H -1.26 0.85 1.71 0.17
C 0.14 1.15 0.04 -0.29
C 0.24 -0.99 -0.67 -0.20
C 1.19 0.16 -0.46 -0.67
S 2.78 0.38 -0.89 0.70
H 0.35 0.03 1.95 0.14
H -1.69 -1.31 0.08 0.19
C -0.38 0.34 1.14 -0.13
C -0.83 -0.54 0.04 -0.37

9.
14
Properties=species:S:1:pos:R:3:lowdin_charge:R:1 method="wB97M-V/def2-TZVPD" smiles=Cc1ccsc1SO charge=0 e_homo_ev=-8.84 lumo_energy_ev=0.04 gap_ev=8.87
C -0.35 0.55 -1.41 -0.07
H 0.29 1.27 -1.78 0.03
H -0.75 -0.11 -2.27 0.11
C 0.26 -0.46 -0.52 -0.45
C 1.44 -0.61 0.11 -0.56
H -0.53 -3.44 1.11 0.08
H 4.80 -0.34 0.30 0.07
O 4.18 0.13 -0.31 -0.58
H -1.25 1.21 -1.02 0.13
S 1.49 -1.98 1.19 0.90
S 2.99 0.99 0.35 0.78
C -0.55 -1.63 -0.33 -0.20
H -1.49 -1.65 -0.95 0.13
C -0.13 -2.51 0.62 -0.36

10.
14
Properties=species:S:1:pos:R:3:lowdin_charge:R:1 method="wB97M-V/def2-TZVPD" charge=0 e_homo_ev=-8.73 lumo_energy_ev=-0.22 gap_ev=8.51
H 1.07 -0.10 -1.92 0.14
S -0.49 -1.61 1.14 0.93
S -2.18 0.41 2.47 0.67
H 0.15 -2.23 -1.13 0.10
H -1.39 1.87 0.17 0.14
H 1.34 0.84 0.92 0.13
C 0.55 -1.50 -0.36 -0.39
H 1.58 -1.78 -0.09 0.09
C -0.81 0.94 0.14 -0.38
C 0.51 -0.11 -0.99 -0.35
C -1.21 -0.02 1.23 -1.08
O -0.87 0.29 -1.15 -0.06
H 1.03 1.96 -0.46 0.12
C 0.73 1.03 0.02 -0.05

11.
14
Properties=species:S:1:pos:R:3:lowdin_charge:R:1 method="wB97M-V/def2-TZVPD" smiles="C#C[C@H](CS)SC=O" charge=0 e_homo_ev=-9.32 lumo_energy_ev=0.44 gap_ev=9.76
S -2.03 -1.23 0.39 0.67
C 1.92 -0.53 1.92 0.15
C 0.09 0.94 0.80 -0.71
H 2.55 -1.24 2.55 0.09
O 1.64 -0.37 -2.51 -0.08
C 0.96 0.09 1.44 -0.27
S 0.15 1.19 -0.99 0.94
H 1.70 -0.79 -0.34 0.10
H -2.31 0.93 0.88 0.11
H -2.83 -0.83 -0.62 -0.14
C -1.28 0.27 1.07 -0.64
H -1.07 0.01 2.23 0.12
C 1.42 -0.16 -1.30 -0.44
H 0.14 1.84 1.35 0.11

12.
12
Properties=species:S:1:pos:R:3:mulliken_spin:R:1 method="wB97M-V/def2-TZVPD" spin_multiplicity=3 charge=0 e_homo_ev="-6.89 / -9.12" lumo_energy_ev="0.95 / -1.97" gap_ev="7.85 / 7.15"
H 0.52 2.39 0.50 0.02
C -0.90 -0.47 -0.44 -0.01
H -1.74 1.47 0.36 0.01
S 1.99 -0.60 -0.04 0.24
C 0.48 1.40 0.15 -0.04
C 1.99 1.04 -0.25 1.47
H -0.64 -0.58 -1.46 0.01
H 0.25 -1.15 1.33 0.00
H 0.52 -2.23 -0.22 0.01
H -1.91 -1.03 -0.25 0.01
C -0.81 0.99 0.04 0.19
C 0.25 -1.22 0.28 0.09